# 1
ORCA calculation (ωB97M-V with the def2-TZVPD basis set) on a cluster of 6 separate species, C52H99N8O11PS in total.

Values from the calculation:
Structure (SMILES): CCc1c(CCCCCCCOC)c(CCC(N)=O)c2c(c1[PH2]=S)C(=O)c1c(c(CNC)cc(O)c1N(C)C(C)=O)C2=O.COC[C@@H](C)N.COC[C@@H](C)N.COC[C@@H](C)N.COC[C@@H](C)N.COC[C@@H](C)N
LUMO: -0.46 eV
Orbital gap: 7.781 eV

ORCA input file:
```
! wB97M-V def2-TZVPD RIJCOSX def2/J DEFGRID3
* xyz 0 1
C 4.93 -1.39 3.56
C 3.52 -2.06 3.41
C 2.98 -1.88 2.00
C 2.86 -2.97 1.15
C 3.24 -4.39 1.54
C 4.64 -4.61 2.15
C 4.65 -5.70 3.25
C 3.58 -5.52 4.34
C 2.72 -6.78 4.62
C 1.32 -6.68 3.98
C 0.15 -6.61 4.97
O 0.04 -5.29 5.48
C -0.72 -4.44 4.65
C 2.32 -2.74 -0.12
C 2.14 -3.86 -1.13
C 3.38 -3.99 -2.10
C 4.49 -3.00 -1.77
N 5.53 -3.46 -0.87
O 4.52 -1.88 -2.24
C 1.91 -1.49 -0.50
C 2.05 -0.40 0.33
C 2.60 -0.60 1.59
P 2.75 0.89 2.67
S 4.43 1.82 2.33
C 1.56 0.94 -0.16
O 2.17 1.97 0.00
C 0.24 0.86 -0.91
C 0.10 -0.23 -1.74
C -1.10 -0.39 -2.43
C -1.28 -1.61 -3.32
N -0.74 -1.42 -4.65
C -0.97 -2.64 -5.44
C -2.09 0.52 -2.26
C -1.93 1.59 -1.42
O -2.98 2.47 -1.26
C -0.76 1.78 -0.74
N -0.54 2.87 0.18
C -1.25 2.53 1.44
C -0.92 4.13 -0.39
C -1.97 4.98 0.33
O -0.42 4.52 -1.42
C 1.26 -1.20 -1.84
O 1.64 -1.67 -2.88
H 5.30 -1.17 2.56
H 5.61 -2.03 4.12
H 4.83 -0.44 4.08
H 2.82 -1.57 4.09
H 3.62 -3.09 3.70
H 2.44 -4.75 2.20
H 3.19 -5.03 0.66
H 5.14 -3.71 2.51
H 5.27 -4.98 1.33
H 4.62 -6.68 2.76
H 5.63 -5.66 3.74
H 4.05 -5.24 5.28
H 2.86 -4.73 4.11
H 3.20 -7.67 4.19
H 2.67 -6.99 5.69
H 1.24 -5.77 3.38
H 1.11 -7.51 3.29
H -0.76 -6.87 4.41
H 0.22 -7.33 5.79
H -1.69 -4.89 4.39
H -0.22 -4.20 3.70
H -0.89 -3.52 5.21
H 1.27 -3.64 -1.74
H 1.97 -4.83 -0.66
H 3.11 -3.82 -3.14
H 3.78 -4.99 -1.96
H 5.70 -2.68 -0.23
H 6.39 -3.62 -1.39
H 2.57 0.51 4.01
H 1.64 1.69 2.30
H -2.36 -1.85 -3.30
H -0.79 -2.45 -2.80
H -1.24 -0.64 -5.05
H -0.62 -3.51 -4.88
H -2.03 -2.82 -5.65
H -0.41 -2.54 -6.37
H -3.04 0.38 -2.77
H -3.70 2.07 -0.76
H -1.07 3.27 2.22
H -2.31 2.41 1.23
H -0.88 1.55 1.76
H -1.50 5.44 1.21
H -2.85 4.41 0.62
H -2.29 5.80 -0.31
C 2.98 -1.55 -10.97
C 1.88 -2.59 -10.76
C 0.57 -2.00 -10.22
O 0.59 -1.68 -8.84
C 1.18 -0.43 -8.52
N 2.39 -3.65 -9.89
H 3.44 -1.24 -10.03
H 3.77 -1.97 -11.59
H 2.59 -0.66 -11.47
H 1.65 -3.03 -11.73
H -0.21 -2.75 -10.33
H 0.25 -1.13 -10.81
H 0.99 0.32 -9.29
H 2.26 -0.54 -8.36
H 0.75 -0.08 -7.58
H 1.70 -4.39 -9.83
H 2.44 -3.28 -8.94
C 7.65 6.81 2.46
C 6.62 5.70 2.64
C 5.23 6.22 3.03
O 5.11 6.61 4.39
C 5.58 7.91 4.68
N 7.13 4.72 3.60
H 8.01 7.20 3.41
H 8.52 6.42 1.92
H 7.25 7.64 1.87
H 6.51 5.20 1.67
H 4.52 5.40 2.90
H 4.90 7.03 2.37
H 5.40 8.60 3.85
H 6.64 7.89 4.93
H 5.04 8.27 5.56
H 6.48 3.94 3.64
H 7.06 5.14 4.53
C -4.45 -2.82 2.77
C -3.02 -2.40 2.44
C -2.93 -1.01 1.80
O -3.30 -0.96 0.44
C -4.70 -0.87 0.21
N -2.41 -3.43 1.60
H -5.01 -3.13 1.89
H -4.44 -3.67 3.46
H -5.00 -2.01 3.26
H -2.47 -2.36 3.39
H -1.88 -0.70 1.83
H -3.49 -0.26 2.38
H -5.20 -0.28 0.98
H -5.14 -1.87 0.14
H -4.85 -0.38 -0.76
H -1.43 -3.19 1.46
H -2.81 -3.34 0.67
C -7.19 5.35 -3.06
C -5.77 5.05 -2.57
C -4.67 5.66 -3.45
O -4.44 4.97 -4.67
C -5.34 5.29 -5.72
N -5.62 3.60 -2.44
H -7.47 4.75 -3.92
H -7.91 5.14 -2.27
H -7.29 6.41 -3.33
H -5.67 5.49 -1.58
H -3.73 5.59 -2.90
H -4.85 6.72 -3.64
H -5.64 6.34 -5.69
H -6.23 4.65 -5.69
H -4.83 5.11 -6.66
H -4.71 3.40 -2.02
H -5.54 3.21 -3.38
C -7.08 3.03 5.21
C -5.90 3.23 4.27
C -5.51 1.96 3.50
O -4.80 1.00 4.26
C -5.61 0.16 5.06
N -4.77 3.77 5.04
H -6.80 2.50 6.12
H -7.48 4.00 5.52
H -7.89 2.48 4.72
H -6.20 3.98 3.53
H -4.83 2.25 2.69
H -6.39 1.50 3.02
H -6.57 -0.06 4.59
H -5.76 0.61 6.04
H -5.07 -0.78 5.21
H -4.02 4.00 4.39
H -4.39 3.01 5.60
*
```



# 2
ORCA calculation (ωB97M-V with the def2-TZVPD basis set) on a structure of composition C53H102F30N12O27S10.

Values from the calculation:
LUMO: -7.21 eV
Orbital gap: 6.402 eV

ORCA input file:
```
! wB97M-V def2-TZVPD RIJCOSX def2/J DEFGRID3
* xyz 2 1
C 0.22 0.34 8.00
C 0.75 1.38 6.97
C 0.65 2.76 7.63
C 1.56 3.80 6.99
C 3.02 3.36 6.89
C 3.34 1.99 6.22
N 2.21 1.05 6.77
O 2.61 -0.08 7.08
C 4.62 1.36 6.62
C 3.18 2.16 4.74
C 0.09 1.34 5.65
H -0.82 0.69 8.09
H 0.65 0.30 9.00
H 0.02 -0.68 7.57
H 0.68 2.60 8.70
H -0.45 3.07 7.56
H 1.43 4.66 7.66
H 1.19 4.14 6.00
H 3.48 3.40 7.87
H 3.51 4.08 6.19
H 4.67 1.15 7.68
H 5.36 2.16 6.52
H 4.97 0.57 5.96
H 4.13 2.66 4.46
H 2.42 2.88 4.45
H 3.14 1.28 4.11
H 0.07 0.33 5.22
H 0.53 2.08 4.99
H -0.95 1.63 5.75
C 3.11 -2.18 -7.52
C 2.95 -0.70 -7.05
C 1.75 -0.40 -6.20
C 1.78 -1.10 -4.81
C 2.96 -0.49 -4.02
C 4.38 -0.69 -4.70
N 4.14 -0.32 -6.17
O 5.13 0.22 -6.74
C 4.73 -2.13 -4.51
C 5.43 0.22 -4.08
C 2.91 0.19 -8.25
H 4.07 -2.38 -7.98
H 2.37 -2.27 -8.27
H 2.97 -2.95 -6.76
H 0.96 -0.94 -6.73
H 1.53 0.65 -6.17
H 1.72 -2.17 -4.90
H 0.86 -0.79 -4.36
H 3.05 -1.02 -3.08
H 2.72 0.54 -3.78
H 3.94 -2.85 -4.71
H 5.00 -2.19 -3.46
H 5.56 -2.55 -5.09
H 5.25 0.25 -3.02
H 5.39 1.20 -4.53
H 6.40 -0.25 -4.18
H 1.94 0.02 -8.71
H 3.70 -0.07 -8.98
H 2.93 1.25 -8.05
C -4.47 -2.85 -6.82
C -3.64 -3.55 -5.84
C -2.47 -2.78 -5.29
C -1.81 -3.39 -4.07
C -2.85 -3.60 -2.98
C -3.95 -4.51 -3.34
N -4.53 -3.93 -4.63
O -5.77 -3.93 -4.82
C -5.07 -4.52 -2.37
C -3.43 -5.94 -3.56
C -3.13 -4.82 -6.48
H -5.06 -2.02 -6.50
H -5.01 -3.51 -7.49
H -3.77 -2.39 -7.53
H -2.59 -1.72 -5.08
H -1.70 -2.89 -6.07
H -1.01 -2.75 -3.70
H -1.36 -4.37 -4.29
H -3.18 -2.78 -2.37
H -2.36 -4.26 -2.31
H -4.69 -4.88 -1.41
H -5.88 -5.20 -2.61
H -5.43 -3.50 -2.29
H -3.42 -6.46 -2.63
H -2.43 -5.97 -4.00
H -4.09 -6.54 -4.17
H -2.34 -5.33 -5.90
H -2.76 -4.44 -7.44
H -3.89 -5.56 -6.77
C 1.75 -4.60 3.01
C 0.58 -3.70 3.46
C 0.97 -2.91 4.67
O 0.02 -1.81 4.90
C -1.24 -2.24 5.49
N 0.21 -2.70 2.39
H 0.99 -2.15 2.00
H -0.10 -3.25 1.59
H -0.52 -2.06 2.67
H 2.01 -5.33 3.76
H 2.63 -3.97 2.86
H 1.53 -5.16 2.09
H -0.38 -4.18 3.59
H 2.01 -2.57 4.63
H 0.97 -3.56 5.57
H -1.82 -2.86 4.81
H -1.88 -1.37 5.64
H -1.08 -2.83 6.38
C 7.00 2.79 -0.97
C 5.58 3.27 -0.75
C 4.61 2.33 -1.38
O 3.25 2.66 -1.22
C 2.86 3.97 -1.76
N 5.27 3.57 0.67
H 5.84 4.43 0.85
H 4.25 3.83 0.75
H 5.43 2.81 1.37
H 7.68 3.23 -0.22
H 7.37 3.03 -1.99
H 7.04 1.71 -0.82
H 5.47 4.20 -1.24
H 4.68 1.37 -0.88
H 4.70 2.17 -2.46
H 2.23 4.45 -0.98
H 2.41 3.77 -2.71
H 3.71 4.60 -2.00
C -8.05 3.16 -0.29
C -7.09 2.75 0.83
C -7.77 2.13 2.06
O -8.37 0.98 1.71
C -8.97 0.22 2.80
N -6.13 1.71 0.28
H -5.32 1.51 0.92
H -6.69 0.84 0.16
H -5.81 2.04 -0.64
H -8.59 4.03 0.08
H -8.80 2.43 -0.55
H -7.52 3.48 -1.23
H -6.52 3.59 1.16
H -8.44 2.89 2.45
H -6.94 2.01 2.77
H -9.23 -0.70 2.31
H -9.90 0.78 3.10
H -8.22 0.02 3.55
C -0.17 0.96 -2.34
C -0.71 0.42 -1.08
C 0.43 0.15 -0.04
O 0.57 1.36 0.70
C 1.57 1.23 1.71
N -1.71 1.38 -0.46
H -2.16 0.98 0.34
H -1.26 2.25 -0.13
H -2.48 1.67 -1.11
H 0.34 1.94 -2.17
H -0.97 1.19 -3.11
H 0.54 0.21 -2.76
H -1.25 -0.50 -1.26
H 1.35 -0.13 -0.55
H 0.21 -0.69 0.63
H 1.75 2.26 2.12
H 2.46 0.91 1.19
H 1.18 0.54 2.45
C 5.69 -1.42 3.35
F 6.10 -2.64 2.93
F 5.09 -1.65 4.52
F 6.80 -0.71 3.60
S 4.57 -0.56 2.19
O 3.28 -1.22 2.50
O 4.70 0.82 2.61
N 5.16 -0.79 0.85
S 4.85 -1.98 -0.04
O 4.40 -3.05 0.74
O 4.21 -1.63 -1.26
C 6.63 -2.39 -0.63
F 6.61 -3.36 -1.55
F 7.12 -1.28 -1.21
F 7.45 -2.76 0.40
C 1.09 -3.22 -1.40
F 1.88 -3.39 -2.42
F 1.73 -2.55 -0.49
F 0.15 -2.31 -1.88
S 0.30 -4.91 -0.93
O -0.37 -5.30 -2.08
O 1.40 -5.64 -0.40
N -0.60 -4.50 0.27
S -2.03 -5.11 0.42
O -3.04 -4.11 0.41
O -2.28 -6.26 -0.35
C -2.14 -5.91 2.12
F -2.27 -4.96 3.06
F -3.18 -6.67 2.16
F -1.09 -6.69 2.44
C -5.24 -1.82 2.17
F -5.41 -3.04 1.61
F -6.24 -1.05 1.65
F -5.32 -1.98 3.47
S -3.63 -1.17 1.65
O -2.61 -1.80 2.46
O -3.60 -1.23 0.22
N -3.86 0.48 1.99
S -2.86 0.88 3.01
O -3.31 0.53 4.29
O -1.48 0.71 2.64
C -3.10 2.70 2.84
F -2.28 3.32 3.66
F -2.71 3.10 1.59
F -4.38 3.07 2.97
C -5.64 -0.11 -3.01
F -5.63 -0.15 -1.62
F -5.80 -1.35 -3.43
F -6.70 0.57 -3.30
S -3.98 0.55 -3.56
O -3.06 -0.48 -3.32
O -4.29 0.88 -4.90
N -3.61 1.80 -2.62
S -4.18 3.16 -3.14
O -3.61 3.72 -4.32
O -5.61 3.14 -3.00
C -3.52 4.22 -1.83
F -3.78 5.50 -2.07
F -4.17 3.89 -0.68
F -2.22 4.06 -1.63
C 0.62 5.46 2.56
F 0.10 5.09 1.36
F 0.16 6.71 2.82
F -0.01 4.70 3.45
S 2.38 5.38 2.70
O 2.61 5.23 4.09
O 2.80 4.26 1.85
N 2.87 6.73 2.27
S 3.44 6.85 0.79
O 4.67 6.12 0.59
O 2.47 6.69 -0.23
C 3.99 8.60 0.75
F 4.97 8.88 1.65
F 4.46 8.81 -0.44
F 2.92 9.39 0.94
*
```



| no. | largest force on an atom (eV/A) |
| --- | --- |
| 1 | 2.01 |
| 2 | 6.48 |